{"formula": "C43H75N7O11Pb", "method": "ωB97M-V/def2-TZVPD", "gap_ev": 8.630, "total_energy_ha": -3087.17325, "e_lumo_ha": 0.01577, "elements": ["Pb", "C", "C", "C", "O", "H", "H", "H", "H", "H", "H", "H", "C", "C", "C", "O", "H", "H", "H", "H", "H", "H", "H", "C", "C", "C", "C", "N", "H", "H", "H", "H", "H", "H", "H", "C", "C", "C", "C", "N", "H", "H", "H", "H", "H", "H", "H", "C", "C", "C", "C", "N", "H", "H", "H", "H", "H", "H", "H", "C", "C", "C", "C", "N", "H", "H", "H", "H", "H", "H", "H", "C", "C", "C", "C", "N", "H", "H", "H", "H", "H", "H", "H", "C", "C", "C", "C", "N", "H", "H", "H", "H", "H", "H", "H", "C", "C", "C", "C", "N", "H", "H", "H", "H", "H", "H", "H", "C", "C", "O", "C", "O", "O", "H", "H", "H", "H", "C", "C", "O", "C", "O", "O", "H", "H", "H", "H", "C", "C", "O", "C", "O", "O", "H", "H", "H", "H"], "xyz": [[13.516, 15.548, 12.468], [15.529, 14.167, 15.989], [14.267, 14.289, 15.150], [13.017, 14.074, 16.054], [14.249, 15.555, 14.555], [15.529, 14.968, 16.717], [16.456, 14.221, 15.447], [15.633, 13.190, 16.435], [14.318, 13.577, 14.363], [13.174, 14.465, 17.062], [12.701, 13.041, 16.017], [12.153, 14.641, 15.678], [15.208, 18.607, 13.283], [14.966, 18.331, 11.766], [16.010, 19.038, 10.860], [14.857, 16.895, 11.523], [14.960, 19.647, 13.386], [16.180, 18.274, 13.605], [14.500, 18.032, 13.903], [14.030, 18.739, 11.404], [15.773, 19.022, 9.806], [17.001, 18.628, 11.090], [15.970, 20.150, 11.129], [10.669, 20.342, 11.182], [10.390, 20.469, 12.655], [11.535, 20.089, 13.644], [11.911, 18.712, 13.444], [12.252, 17.614, 13.383], [10.262, 19.405, 10.793], [11.733, 20.459, 10.882], [10.169, 21.197, 10.687], [9.599, 19.735, 12.970], [10.014, 21.491, 12.826], [11.178, 20.173, 14.668], [12.488, 20.649, 13.590], [11.727, 8.334, 13.024], [12.176, 9.802, 13.268], [13.592, 10.155, 12.808], [14.583, 9.385, 13.546], [15.502, 8.862, 13.978], [11.683, 8.246, 11.929], [10.755, 8.218, 13.474], [12.295, 7.479, 13.390], [11.985, 10.135, 14.283], [11.442, 10.444, 12.750], [13.639, 11.209, 13.167], [13.778, 10.145, 11.746], [9.164, 13.899, 13.120], [8.024, 14.557, 12.305], [8.570, 14.755, 10.866], [9.633, 15.768, 10.816], [10.499, 16.516, 10.759], [9.370, 12.914, 12.750], [9.048, 13.787, 14.173], [10.084, 14.464, 13.118], [7.653, 15.481, 12.752], [7.144, 13.915, 12.247], [7.792, 15.172, 10.242], [8.928, 13.797, 10.496], [19.503, 11.311, 15.903], [18.281, 11.673, 15.067], [18.356, 11.066, 13.615], [19.338, 11.853, 12.819], [20.078, 12.485, 12.216], [20.390, 11.396, 15.284], [19.324, 10.344, 16.280], [19.555, 12.047, 16.734], [18.291, 12.760, 14.984], [17.355, 11.374, 15.516], [17.395, 11.108, 13.113], [18.743, 10.053, 13.602], [18.535, 15.287, 8.955], [17.639, 14.194, 9.479], [17.519, 14.428, 10.981], [16.584, 13.612, 11.731], [15.883, 12.850, 12.242], [17.928, 16.219, 8.872], [19.029, 15.106, 8.020], [19.270, 15.491, 9.672], [18.105, 13.235, 9.351], [16.665, 14.243, 9.009], [17.146, 15.422, 11.107], [18.496, 14.260, 11.363], [15.582, 18.938, 18.994], [15.838, 17.855, 17.983], [15.543, 18.283, 16.556], [14.207, 18.778, 16.400], [13.112, 19.117, 16.351], [15.227, 18.464, 19.920], [14.830, 19.649, 18.642], [16.501, 19.497, 19.186], [15.301, 16.952, 18.206], [16.879, 17.510, 17.931], [15.648, 17.438, 15.823], [16.230, 19.069, 16.170], [20.834, 17.214, 12.542], [20.707, 17.805, 13.927], [20.072, 16.782, 14.893], [18.872, 16.235, 14.341], [17.915, 15.675, 14.005], [19.824, 16.861, 12.232], [21.519, 16.380, 12.402], [21.134, 17.994, 11.789], [20.039, 18.677, 13.927], [21.728, 18.012, 14.285], [19.868, 17.215, 15.871], [20.729, 15.941, 15.190], [9.639, 17.309, 17.052], [10.381, 16.788, 15.775], [9.525, 17.330, 14.718], [8.509, 18.164, 15.220], [7.829, 18.857, 14.594], [8.627, 18.119, 16.534], [10.248, 17.982, 17.708], [9.127, 16.526, 17.676], [10.303, 15.722, 15.649], [11.395, 17.140, 15.681], [11.570, 12.187, 7.904], [12.919, 11.453, 8.033], [13.341, 11.871, 9.377], [12.207, 12.259, 10.055], [12.192, 12.544, 11.206], [11.132, 12.223, 9.303], [10.734, 11.724, 7.362], [11.702, 13.218, 7.520], [13.600, 11.862, 7.282], [12.828, 10.355, 7.944], [13.586, 17.478, 8.550], [14.369, 16.224, 8.771], [13.546, 15.280, 8.098], [12.767, 15.880, 7.181], [12.146, 15.297, 6.364], [12.899, 17.246, 7.324], [14.245, 18.353, 8.455], [12.817, 17.620, 9.334], [14.409, 15.979, 9.829], [15.371, 16.230, 8.290]], "forces_ev_per_a": [[-0.2, -0.4, 1.0], [0.1, -0.4, -0.2], [0.0, 1.2, 1.0], [-0.1, 0.6, -0.9], [-0.2, 0.8, -0.6], [0.0, 0.0, 0.5], [0.1, 0.5, -0.8], [-0.5, -0.4, 0.8], [-0.2, -1.4, -0.6], [0.2, -0.4, 0.1], [0.1, -0.5, 0.5], [0.4, -0.1, -0.3], [-1.3, -0.9, -1.4], [0.3, -1.5, -0.1], [-0.2, 0.9, 1.7], [0.9, 1.7, 0.2], [0.5, 0.8, 0.7], [0.7, 0.4, -0.1], [0.2, 0.2, -0.5], [-0.7, 0.4, 0.5], [0.0, -0.5, -0.3], [0.0, 0.2, -0.3], [0.3, -1.4, -0.2], [0.2, 0.5, -1.1], [-0.4, -0.5, 1.4], [-0.1, 0.7, -0.5], [0.5, -1.4, 0.3], [-0.4, 0.7, -0.5], [0.3, 0.2, -0.2], [-0.4, -0.3, 0.4], [0.1, -0.6, 0.0], [0.3, 1.0, -0.5], [0.3, -0.5, 0.5], [0.0, 0.0, 0.1], [-0.6, 0.1, -0.2], [0.1, 0.8, -0.5], [-1.0, -0.8, -0.6], [-1.1, 1.3, 1.9], [0.2, 0.6, -1.0], [0.5, -0.6, 0.7], [-0.3, -0.4, 0.3], [-0.6, -0.1, -0.2], [0.6, 0.5, 0.2], [0.6, -0.3, 0.5], [0.5, -0.3, -0.3], [0.7, -0.5, -0.6], [0.0, -0.2, -0.3], [-0.3, 0.5, -0.1], [0.9, -0.3, 0.3], [-0.5, 0.8, 0.8], [0.1, -0.8, 0.0], [0.2, 0.3, 0.0], [0.2, -0.6, -0.4], [-1.0, -0.1, 0.9], [0.4, 0.4, -0.7], [0.4, 0.2, -0.1], [0.1, -0.2, 0.0], [-0.4, -0.3, -0.4], [0.1, 0.1, -0.3], [-0.9, 1.6, 0.0], [0.8, 0.3, -1.3], [0.8, 1.0, 0.4], [-1.0, -0.6, 0.5], [0.4, 0.3, -0.3], [0.3, -0.2, 0.2], [0.5, -1.3, 0.6], [0.2, -0.7, -0.3], [-0.4, 0.0, -0.3], [-0.4, -0.2, 0.3], [0.0, -0.1, 0.0], [-0.2, -0.4, 0.2], [-1.5, 1.1, -0.5], [-0.2, -0.2, 0.3], [-0.9, 0.1, -0.4], [-0.3, -1.4, -0.2], [0.1, 0.7, -0.1], [0.5, -0.4, -0.1], [0.0, -0.3, -0.5], [1.4, 0.3, 1.0], [0.0, -0.6, -0.4], [-0.2, -0.3, -0.2], [0.2, 1.0, 0.4], [0.8, 0.3, 0.8], [0.2, 0.0, 0.6], [0.9, -0.4, -0.9], [1.0, -0.5, -1.5], [-0.9, 0.0, 0.1], [-0.2, 0.2, -0.1], [0.2, 0.5, -0.1], [-0.1, -0.1, 0.1], [-0.2, 0.0, 0.2], [-0.6, -0.3, 0.0], [0.0, 0.3, 0.4], [-0.1, 0.4, 0.7], [-0.3, -0.4, 0.5], [-1.0, 0.8, -1.7], [0.6, -0.8, 0.5], [1.2, 0.2, 0.7], [-2.0, -1.5, 0.0], [1.0, 0.8, 0.0], [0.7, 0.1, -0.1], [0.1, 0.0, 0.5], [-0.2, -0.6, 0.7], [0.6, 0.0, -0.1], [-0.5, 0.5, 0.1], [-0.3, 0.4, -0.1], [0.0, 0.2, -0.7], [0.7, -0.5, 0.7], [-2.0, 0.6, 0.2], [-0.4, 0.6, -0.2], [4.6, -2.6, 1.2], [-2.1, 1.3, -1.7], [-1.9, 1.2, 1.0], [-0.2, -0.9, -0.6], [0.8, 0.5, -0.6], [0.2, -0.4, 0.2], [0.2, 0.2, -0.1], [-0.5, 0.1, 0.3], [-0.6, 0.6, -0.1], [-1.1, -0.2, -0.8], [1.3, -0.5, 0.2], [0.2, 0.2, 0.8], [-0.4, 0.4, -1.6], [0.7, -0.2, 0.0], [0.0, -0.5, 0.4], [0.2, -0.3, 0.4], [0.2, 0.5, 0.3], [-0.1, 1.1, 0.6], [0.3, -0.3, 0.0], [-0.3, -1.1, -0.3], [1.4, 1.3, 0.8], [-0.8, -0.1, -0.6], [-0.5, -1.1, -0.7], [-0.5, -0.2, 0.0], [0.5, 0.1, -0.2], [0.4, 0.0, -0.4], [-0.5, 0.0, 0.3]], "lowdin_charge": [1.3419, -0.0624, -0.6020, -0.0360, -0.4683, 0.0612, 0.0223, 0.0704, 0.0557, 0.0749, 0.0633, 0.0404, -0.0728, -0.5016, -0.0483, -0.5282, 0.0710, 0.0658, 0.0171, 0.0933, 0.0409, 0.0727, 0.1003, -0.1133, -0.2366, -0.1543, -0.2025, 0.1489, 0.0576, 0.0787, 0.0763, 0.1066, 0.1131, 0.1090, 0.1290, -0.0974, -0.2584, -0.1947, -0.2320, 0.1476, 0.0740, 0.0582, 0.0676, 0.1016, 0.0966, 0.1054, 0.1102, -0.0925, -0.2071, -0.1654, -0.2041, 0.1695, 0.0647, 0.0560, 0.0524, 0.1051, 0.1043, 0.1132, 0.1129, -0.0984, -0.2446, -0.1619, -0.2339, 0.1436, 0.0698, 0.0561, 0.0845, 0.0809, 0.0915, 0.0637, 0.1116, -0.0934, -0.2315, -0.2095, -0.1976, 0.1981, 0.0845, 0.0714, 0.0462, 0.1082, 0.0970, 0.0918, 0.0713, -0.0985, -0.2635, -0.2028, -0.2385, 0.1955, 0.0812, 0.0674, 0.0764, 0.0957, 0.1123, 0.1093, 0.1372, -0.1234, -0.2468, -0.1935, -0.2217, 0.2222, 0.0605, 0.0793, 0.0890, 0.1155, 0.1128, 0.1150, 0.1355, -0.1033, -0.0907, -0.0150, -0.5807, 0.1925, 0.0490, 0.1368, 0.1397, 0.0949, 0.0753, -0.0668, -0.0789, 0.0379, -0.6124, 0.0879, 0.0571, 0.1364, 0.1112, 0.1304, 0.1333, -0.1335, -0.1383, 0.0402, -0.5545, 0.1567, 0.0593, 0.1247, 0.1275, 0.0561, 0.1401]}